1.
{"formula": "C30H22AuN3O2P", "method": "ωB97M-V/def2-TZVPD", "lumo_ev": 1.88, "charge": -1, "elements": ["Au", "P", "O", "O", "N", "N", "N", "C", "C", "C", "C", "C", "C", "C", "C", "C", "C", "C", "C", "C", "C", "C", "C", "C", "C", "C", "C", "C", "C", "C", "C", "C", "C", "C", "C", "C", "C", "H", "H", "H", "H", "H", "H", "H", "H", "H", "H", "H", "H", "H", "H", "H", "H", "H", "H", "H", "H", "H", "H"], "coordinates": [[-0.139, -0.730, 1.984], [-1.908, -3.692, 0.698], [-2.520, -2.992, 4.675], [-1.335, -1.617, 3.416], [2.080, 6.611, -5.208], [1.300, -0.179, 0.580], [-0.669, 1.775, 1.792], [-0.300, 2.523, 0.691], [-2.554, -3.529, 2.406], [1.872, -4.366, 2.230], [-2.057, -2.032, -0.063], [1.007, 3.114, -1.275], [0.632, -4.338, -0.235], [-3.004, -1.121, 0.408], [0.964, 3.708, -3.613], [1.970, -4.693, -0.140], [1.853, 5.865, -4.363], [0.694, 2.136, -0.190], [-1.357, -1.709, -1.225], [0.695, 2.808, -2.599], [-3.224, 0.084, -0.246], [1.566, 4.929, -3.309], [-1.629, 2.439, 2.385], [2.582, 0.740, -1.062], [-1.096, 3.721, 0.634], [1.604, 4.335, -0.983], [1.889, 5.240, -1.991], [-1.571, -0.503, -1.871], [0.539, -3.994, 2.129], [-2.090, -2.630, 3.584], [-0.105, -3.968, 0.892], [2.595, -4.717, 1.098], [2.262, -1.032, 0.241], [-2.505, 0.404, -1.386], [1.456, 0.949, -0.219], [-1.941, 3.665, 1.708], [3.092, -0.505, -0.768], [3.945, -0.995, -1.210], [2.517, -4.959, -1.035], [-3.629, -3.366, 2.298], [2.360, 6.187, -1.763], [0.017, -3.697, 3.029], [0.716, 3.475, -4.640], [1.845, 4.567, 0.046], [-2.691, 4.387, 1.993], [3.636, -5.006, 1.180], [-1.049, 4.490, -0.121], [0.151, -4.374, -1.205], [-3.940, 0.788, 0.159], [-2.653, 1.357, -1.877], [-0.613, -2.387, -1.621], [-2.104, 2.047, 3.276], [2.347, -4.370, 3.204], [-3.542, -1.326, 1.324], [-0.995, -0.268, -2.757], [0.242, 1.852, -2.820], [-2.494, -4.546, 2.804], [2.965, 1.445, -1.783], [2.318, -2.004, 0.709]], "nbo_charge": [0.691, 0.812, -0.689, -0.809, -0.337, -0.542, -0.490, -0.020, -0.860, -0.218, -0.328, -0.027, -0.247, -0.222, -0.165, -0.214, 0.294, 0.191, -0.158, -0.194, -0.192, -0.201, 0.013, -0.235, -0.238, -0.155, -0.169, -0.228, -0.228, 0.785, -0.221, -0.230, 0.008, -0.229, -0.022, -0.332, -0.351, 0.211, 0.205, 0.251, 0.221, 0.235, 0.223, 0.225, 0.207, 0.206, 0.211, 0.207, 0.211, 0.209, 0.201, 0.196, 0.212, 0.217, 0.200, 0.231, 0.258, 0.212, 0.212]}

=====

2.
{"formula": "C3H11BErNO", "method": "ωB97M-V/def2-TZVPD", "s2": 3.76, "lumo_ev": [-9.91, -11.45], "spin_multiplicity": 4, "charge": 2, "elements": ["Er", "O", "N", "C", "C", "C", "B", "H", "H", "H", "H", "H", "H", "H", "H", "H", "H", "H"], "coordinates": [[-0.787, 2.252, 0.536], [0.545, 0.819, -1.082], [-2.050, -0.340, 0.877], [1.195, 0.840, 0.162], [-0.590, -0.057, -1.319], [2.150, -0.260, 0.459], [-1.225, -1.044, -0.160], [-1.938, -1.863, -0.673], [2.476, -0.189, 1.479], [1.712, -1.223, 0.264], [1.832, 1.735, 0.133], [-1.406, 0.567, -1.675], [0.523, 1.029, 1.066], [-0.358, -1.731, 0.437], [-0.369, -0.696, -2.152], [2.991, -0.134, -0.198], [-3.038, -0.246, 0.641], [-1.663, 0.540, 1.204]], "nbo_charge": [1.841, -0.545, -0.660, -0.066, -0.280, -0.635, -0.104, 0.091, 0.256, 0.247, 0.240, 0.190, 0.004, 0.223, 0.288, 0.268, 0.434, 0.207]}

=====

3.
{"formula": "CH9NO4", "method": "ωB97M-V/def2-TZVPD", "lumo_ev": 0.81, "smiles": "NC=O.O.O.O", "elements": ["O", "O", "O", "O", "N", "C", "H", "H", "H", "H", "H", "H", "H", "H", "H"], "coordinates": [[-0.431, 2.109, 0.089], [1.303, -0.996, -0.809], [-2.082, -0.123, -0.417], [-0.887, -2.602, -0.261], [1.486, 1.101, 0.922], [0.621, 2.151, 0.750], [1.406, 0.249, 0.426], [-2.538, 0.092, -1.237], [0.525, -1.583, -0.673], [1.345, -0.877, -1.783], [2.425, 1.253, 1.284], [-1.454, -1.813, -0.251], [-0.802, -2.783, 0.721], [-1.877, 0.761, -0.074], [0.958, 3.062, 1.314]], "nbo_charge": [-0.671, -0.990, -0.980, -0.968, -0.817, 0.538, 0.431, 0.476, 0.507, 0.480, 0.385, 0.507, 0.474, 0.515, 0.111]}

=====

4.
{"formula": "C12H22", "method": "ωB97M-V/def2-TZVPD", "lumo_ev": 0.80, "smiles": "C1CCC(C2CCCCC2)CC1", "elements": ["C", "C", "C", "C", "C", "C", "C", "C", "C", "C", "C", "C", "H", "H", "H", "H", "H", "H", "H", "H", "H", "H", "H", "H", "H", "H", "H", "H", "H", "H", "H", "H", "H", "H"], "coordinates": [[-0.419, -0.171, -1.132], [-0.390, -3.204, -0.256], [0.536, 3.063, 0.663], [0.558, 0.885, -0.412], [-0.256, 1.994, -0.380], [0.307, 1.008, 2.183], [1.361, 0.742, 0.872], [0.248, -1.001, -2.020], [0.042, 2.573, 2.231], [-1.656, -1.020, -0.459], [-1.057, -2.003, 0.555], [0.547, -2.576, -1.476], [-2.024, -1.630, -1.347], [0.705, -3.340, -2.464], [-2.612, -0.504, -0.034], [0.785, 3.111, 3.094], [1.243, 1.152, -1.484], [1.741, -0.301, 0.766], [-1.117, -3.516, -1.229], [0.037, -4.247, 0.384], [-0.595, 0.305, 2.012], [1.520, -2.336, -1.010], [-1.214, 2.745, 2.288], [-0.184, 2.681, -1.362], [1.165, 0.725, 2.993], [1.728, 2.771, 0.367], [0.357, 4.272, 0.358], [-0.639, -1.185, -2.723], [1.354, -0.813, -2.419], [-0.905, 0.484, -1.759], [2.277, 1.511, 0.977], [-1.886, -2.403, 1.457], [-1.344, 1.728, -0.340], [-0.212, -1.500, 1.106]], "nbo_charge": [-0.231, -0.432, -0.419, -0.224, -0.449, -0.451, -0.424, -0.397, -0.439, -0.423, -0.431, -0.422, 0.208, 0.215, 0.232, 0.225, 0.201, 0.215, 0.201, 0.238, 0.229, 0.179, 0.229, 0.211, 0.230, 0.208, 0.221, 0.204, 0.242, 0.202, 0.218, 0.211, 0.216, 0.207]}

=====

5.
{"formula": "C3H10N2O2", "method": "ωB97M-V/def2-TZVPD", "lumo_ev": 0.79, "smiles": "CC(=O)NCN.O", "elements": ["O", "O", "N", "N", "C", "C", "C", "H", "H", "H", "H", "H", "H", "H", "H", "H", "H"], "coordinates": [[0.446, 1.182, 1.471], [-0.237, -3.245, 0.330], [1.487, 0.127, -1.871], [-0.433, 0.701, -0.551], [0.679, 1.206, -1.302], [-0.428, 0.639, 0.810], [-1.665, 0.164, 1.484], [-2.352, 1.014, 1.514], [-1.464, -0.117, 2.497], [0.305, 1.822, -2.110], [-1.253, 0.316, -0.988], [1.283, 1.758, -0.593], [2.368, 0.062, -1.371], [0.480, -3.571, -0.239], [-2.205, -0.608, 0.952], [0.305, -2.596, 0.805], [1.783, 0.292, -2.825]], "nbo_charge": [-0.640, -0.929, -0.845, -0.616, -0.069, 0.668, -0.710, 0.237, 0.243, 0.182, 0.394, 0.218, 0.358, 0.465, 0.221, 0.464, 0.359]}

=====

6.
{"formula": "C5H14N2", "method": "ωB97M-V/def2-TZVPD", "lumo_ev": 0.59, "elements": ["N", "N", "C", "C", "C", "C", "C", "H", "H", "H", "H", "H", "H", "H", "H", "H", "H", "H", "H", "H", "H"], "coordinates": [[-0.396, -0.412, 0.796], [0.002, -0.177, -2.232], [1.119, 0.460, -1.525], [-3.502, 1.043, 0.050], [0.902, -0.649, 0.812], [1.567, -0.927, 2.149], [1.788, -0.351, -0.360], [-4.233, 0.623, -0.614], [0.692, 1.358, -1.072], [1.965, -1.319, -0.841], [2.785, 0.053, -0.193], [0.923, -0.597, 2.958], [2.512, -0.411, 2.296], [-2.815, 1.665, -0.517], [1.757, -1.998, 2.275], [-2.929, 0.253, 0.511], [-0.615, -0.498, -1.494], [-3.943, 1.661, 0.812], [0.157, 0.524, 1.043], [0.338, -1.049, -2.661], [1.923, 0.746, -2.195]], "nbo_charge": [-0.806, -0.822, -0.203, -0.853, 0.415, -0.709, -0.544, 0.207, 0.186, 0.240, 0.231, 0.242, 0.219, 0.209, 0.245, 0.233, 0.382, 0.204, 0.401, 0.334, 0.192]}

=====

7.
{"formula": "C4H8O", "method": "ωB97M-V/def2-TZVPD", "lumo_ev": 1.04, "smiles": "CC1(O)CC1", "elements": ["O", "C", "C", "C", "C", "H", "H", "H", "H", "H", "H", "H", "H"], "coordinates": [[-1.126, 0.898, -0.900], [-0.548, -1.140, 0.381], [1.245, 0.501, -0.647], [-0.156, 0.212, -0.154], [-0.512, 0.071, 1.287], [1.217, 0.380, -1.732], [1.537, 1.535, -0.431], [0.272, 0.136, 2.036], [2.010, -0.169, -0.244], [-1.158, 0.491, -1.777], [0.209, -1.909, 0.518], [-1.526, -1.514, 0.090], [-1.465, 0.505, 1.574]], "nbo_charge": [-0.703, -0.449, -0.619, 0.228, -0.430, 0.204, 0.217, 0.214, 0.212, 0.464, 0.213, 0.220, 0.229]}

=====

8.
{"formula": "C4H12", "method": "ωB97M-V/def2-TZVPD", "s2": 0.75, "lumo_ev": [-3.06, -11.60], "spin_multiplicity": 2, "charge": 1, "elements": ["C", "C", "C", "C", "H", "H", "H", "H", "H", "H", "H", "H", "H", "H", "H", "H"], "coordinates": [[0.305, -0.719, -1.761], [-0.556, 0.624, 1.433], [-0.326, -1.797, -0.958], [0.372, 1.965, 1.287], [-0.358, 0.151, -1.889], [1.164, -0.394, -1.166], [0.605, -1.149, -2.763], [-0.087, 2.916, 1.409], [-0.849, 0.439, 0.386], [-1.186, 0.752, 2.220], [-1.384, -1.824, -0.735], [1.265, 1.841, 2.000], [0.879, 2.057, 0.312], [0.267, -1.821, 0.032], [-0.254, -2.761, -1.417], [0.143, -0.279, 1.609]], "nbo_charge": [-0.623, -0.477, -0.585, -0.550, 0.244, 0.242, 0.264, 0.257, 0.335, 0.255, 0.268, 0.350, 0.240, 0.244, 0.253, 0.283]}

=====

F_max across the listed records, respectively: 0.435; 3.338; 2.226; 9.338; 1.737; 2.372; 0.429; 5.370 eV/Å.
ΔE to the lowest compared entry with this formula, charge and spin across the listed records, respectively: 9.4; 0.0; 32.3; 802.2; 82.7; 375.4; 91.5; 133.1 kJ/mol.